Entry 1:
29
Properties=species:S:1:pos:R:3:forces:R:3 method="wB97M-V/def2-TZVPD" homo_lumo_gap_ev=8.298 energy_ev=-14239.3249 homo_ha=-0.2777 e_above_lowest_kj_mol=0.0 lumo_ev=0.74 total_charge=0
Au -0.5835 0.0877 -0.4945 0.1 0.1 -0.2
N -1.4191 -1.8662 -1.2446 -0.3 0.7 0.2
C -0.5686 -2.6714 -2.1220 0.3 -0.3 -0.2
C 0.5544 -3.3634 -1.3547 0.1 0.4 -0.1
C 1.5714 -2.4061 -0.7257 0.1 -0.3 -0.2
N 1.0830 -1.9213 0.5541 0.1 -0.2 0.4
H -1.6518 -2.3950 -0.4094 -0.1 0.1 0.0
H -2.2827 -1.6270 -1.7225 0.0 -0.1 0.1
H -0.1434 -2.0082 -2.8775 0.0 0.0 0.0
H -1.1606 -3.4349 -2.6473 0.0 0.1 0.1
H 1.0618 -4.0309 -2.0514 0.0 -0.1 0.0
H 0.1213 -3.9746 -0.5601 0.0 -0.2 0.0
H 1.6970 -1.5378 -1.3779 0.1 0.0 0.0
H 2.5457 -2.9149 -0.6537 -0.1 0.1 0.0
H 1.6509 -1.1503 0.8820 -0.1 0.0 0.1
H 1.0933 -2.6491 1.2616 0.1 0.0 -0.1
C -1.4119 2.3723 1.9034 0.0 0.1 -0.3
C -0.5155 2.8988 0.7869 -0.1 0.0 0.2
C 0.3413 4.0405 1.3422 -0.1 -0.1 -0.3
C 0.3579 1.7959 0.1856 -0.3 0.2 -0.2
H -2.0628 3.1575 2.2858 -0.1 0.1 0.1
H -0.7980 2.0017 2.7221 0.1 -0.1 0.2
H -2.0313 1.5512 1.5450 -0.1 -0.1 0.0
H -1.1567 3.3070 -0.0027 0.0 0.0 0.0
H 0.9624 3.6798 2.1614 0.1 0.0 0.1
H -0.2861 4.8485 1.7181 0.0 0.1 0.1
H 0.9974 4.4441 0.5727 0.1 0.1 0.0
H 1.0954 1.5164 0.9448 0.1 -0.2 0.1
H 0.9386 2.2495 -0.6215 0.1 -0.1 -0.2


Entry 2:
32
Properties=species:S:1:pos:R:3:forces:R:3 method="wB97M-V/def2-TZVPD" homo_lumo_gap_ev=6.519 energy_ev=-46583.7532 homo_ha=-0.4488 lumo_ev=-5.69 total_charge=+1
C -2.1938 -2.4024 1.5087 0.3 0.1 0.1
O -0.8873 -2.5480 0.9583 0.0 -0.3 -0.1
C -0.6528 -1.7728 -0.1590 -0.8 0.3 -0.2
C 0.7533 -1.9028 -0.6506 0.4 -0.4 0.4
C 1.8412 -1.2436 0.1965 -0.1 0.2 -0.2
C 1.5360 0.0931 0.8538 0.3 0.5 0.1
C 1.8765 1.3251 -0.0008 -0.2 -0.9 -0.5
B 1.0739 1.5098 -1.3912 0.3 0.2 0.3
C -0.5605 1.7386 -1.2048 -0.7 0.6 -0.9
B -1.0799 2.3653 0.1239 -0.2 -0.9 0.2
O -1.7352 1.5340 1.0250 0.5 -0.4 0.4
O -0.9280 3.6703 0.3702 -0.3 0.9 0.5
H -2.5610 -3.3864 1.7540 -0.1 -0.3 0.1
H -2.1466 -1.7974 2.4058 0.0 0.1 0.2
H -2.8751 -1.9189 0.8158 -0.2 0.0 -0.3
H -1.3295 -2.1295 -0.9907 -0.2 -0.1 -0.2
H -0.9548 -0.7413 0.0665 0.1 0.3 -0.1
H 0.8271 -1.5765 -1.6876 0.0 0.2 -0.3
H 0.9562 -2.9680 -0.6809 0.0 -0.3 -0.2
H 2.1567 -1.9546 0.9456 0.0 -0.3 0.3
H 2.7000 -1.0950 -0.4484 0.3 -0.1 -0.2
H 2.1660 0.1452 1.7339 0.1 0.0 0.4
H 0.5174 0.1467 1.2295 -0.3 -0.1 0.1
H 2.9237 1.2115 -0.2651 0.4 0.1 -0.1
H 1.8465 2.2136 0.6198 -0.2 0.4 0.1
H 1.5042 2.4460 -2.0201 0.0 -0.2 -0.2
H 1.1945 0.4279 -2.0487 -0.4 -0.1 -0.6
H -0.8775 2.4137 -2.0287 -0.1 -0.2 -0.2
H -1.0280 0.7680 -1.4192 0.3 3.8 5.8
H -1.3577 1.6012 1.9184 -0.5 0.1 -0.2
H -1.4631 3.9385 1.1428 0.5 0.0 -0.4
Yb -1.2427 -0.1112 -2.6723 0.8 -3.3 -4.3


Entry 3:
34
Properties=species:S:1:pos:R:3:forces:R:3 method="wB97M-V/def2-TZVPD" homo_lumo_gap_ev=4.749 energy_ev=-105298.7959 homo_ha=-0.2381 lumo_ev=-1.73 total_charge=0
C 1.7364 3.1340 1.1836 -0.1 -0.7 -0.6
C 2.4042 2.1277 0.0261 -0.4 0.4 1.2
C 1.1378 1.3673 -0.6849 1.2 0.8 -1.1
C 1.4575 0.6915 -2.1435 -0.7 -1.0 -0.1
P 0.4268 0.0062 0.4497 -1.5 1.3 -1.1
P 1.6930 -1.8040 0.4231 4.4 -1.5 0.4
N 3.2632 -1.3454 0.4568 -1.6 -0.7 1.3
C -1.3785 -0.3082 -0.1192 -1.1 1.6 0.4
Br -1.6856 -2.2842 -0.3604 0.4 1.2 0.3
C -2.3452 0.3485 1.0768 0.6 -0.2 -0.1
C -2.6469 1.9538 0.8472 -0.9 -0.5 0.2
H 0.7436 3.6383 0.7556 2.2 -1.0 1.0
H 2.4861 3.9809 1.4838 -1.5 -1.8 -0.3
H 1.4419 2.4276 2.0966 0.7 1.9 -1.7
H 3.0610 2.7806 -0.7221 -1.6 -1.7 1.4
H 3.0694 1.3216 0.5954 -1.2 1.8 -1.5
H 0.2962 2.1645 -0.8446 1.3 -1.6 0.5
H 0.4291 0.2282 -2.5287 2.2 1.1 0.5
H 1.8555 1.4794 -2.9457 -0.9 -1.7 2.0
H 2.1959 -0.2376 -2.0504 -1.3 2.3 -0.2
H 0.4677 0.4745 1.8410 -0.1 -0.5 -1.3
H 1.4378 -2.6579 1.5828 -0.8 0.8 -1.0
H 1.5069 -2.6070 -0.7693 -0.8 0.8 0.7
H 3.7338 -1.7345 1.3295 -0.9 0.8 -1.4
H -1.6158 0.2807 -1.1294 0.8 -1.5 2.1
H -3.3432 -0.2643 1.0633 2.0 1.2 0.2
H -1.7224 0.1787 2.0812 -1.9 0.3 -1.9
H -1.8146 2.6612 1.2718 -1.4 -1.4 -1.1
H -2.8865 2.1331 -0.3005 0.7 -0.2 2.4
H -3.6410 2.2169 1.4453 2.2 -0.6 -1.3
N -2.9410 -5.5881 -1.3527 -0.8 -0.1 -0.6
O -4.1536 -5.7138 -1.1144 -0.1 0.0 0.1
O -2.5466 -5.4794 -2.5256 0.3 0.2 -0.3
O -2.1228 -5.5710 -0.4183 0.8 0.5 0.9


Entry 4:
36
Properties=species:S:1:pos:R:3:forces:R:3 method="wB97M-V/def2-TZVPD" homo_lumo_gap_ev="5.004 / 4.586" energy_ev=-58152.9901 homo_ha="-0.0940 / -0.0786" e_above_lowest_kj_mol=75.8 lumo_ev="2.45 / 2.45" spin_multiplicity=5 total_charge=-1
Fe 11.2632 -6.8690 -27.1779 -0.6 0.0 -2.7
C 9.4699 -2.7064 -27.5324 -0.8 -0.6 -0.7
C 10.4038 -3.8653 -27.1180 -0.2 -0.6 0.1
C 10.4926 -3.8650 -25.5713 1.0 0.8 -0.1
O 10.1493 -5.1096 -27.6682 0.0 0.4 0.8
H 10.0106 -1.7604 -27.5988 -0.1 0.1 0.4
H 8.5853 -2.6327 -26.8928 0.1 0.2 0.2
H 9.0675 -2.8700 -28.5359 0.2 -0.2 -0.1
H 11.3747 -3.4584 -27.4402 0.5 -0.3 0.0
H 10.7560 -2.8390 -25.2829 -0.1 0.1 0.2
H 11.3706 -4.4535 -25.2938 -0.2 -0.3 0.2
H 9.6198 -4.1397 -24.9764 -0.2 -0.3 -0.4
O 11.1976 -9.0002 -27.5452 0.1 2.0 0.4
C 11.8415 -9.1891 -28.7416 0.5 -0.4 -1.1
C 12.8692 -8.0496 -29.2456 -0.5 0.3 1.7
O 12.4890 -6.7313 -28.9361 -0.7 -1.2 0.3
H 11.1701 -9.3953 -29.5994 -0.7 0.6 -0.1
H 12.3040 -10.1964 -28.7157 1.0 0.1 0.0
H 13.0900 -8.1983 -30.3118 -0.2 -0.1 -0.3
H 13.8232 -8.2131 -28.7110 0.4 -0.5 0.0
C 13.2331 -6.7801 -24.6306 0.2 0.1 -3.0
O 12.6091 -6.6793 -25.6844 0.2 0.3 1.6
N 12.8443 -6.2802 -23.4452 -0.2 -0.1 0.7
N 14.4586 -7.3459 -24.7156 0.8 -0.2 1.6
H 13.4844 -6.2777 -22.6728 -0.2 0.1 0.1
H 11.9614 -5.8034 -23.3853 0.1 0.0 -0.1
H 14.8300 -7.6639 -25.5924 -0.4 0.1 -0.1
H 15.0444 -7.3529 -23.8978 0.2 -0.2 -0.2
C 8.9816 -7.2717 -24.7710 0.6 -0.3 -3.4
O 9.9264 -7.0982 -25.5323 -0.4 0.1 1.6
N 7.7179 -6.9469 -25.1649 -0.9 0.4 0.2
N 9.0571 -7.9977 -23.6563 -0.5 0.5 1.0
H 6.9211 -6.9720 -24.5545 0.1 0.0 0.1
H 7.5500 -6.6147 -26.0996 0.5 0.2 0.0
H 8.1359 -8.2618 -23.3579 0.6 -0.8 0.9
H 9.9624 -8.3512 -23.4045 -0.3 -0.4 0.2